(1)
Entry from the Open Molecules 2025 dataset: a cluster of 7 separate species, C18H54ClO28P6 in total in a non-equilibrium geometry (the ωB97M-V functional and the def2-TZVPD basis).

Its spin multiplicity is 1. For the energy above the lowest of the compared OMol25 structures with the same formula, charge and spin, the calculation gives 407.70 kJ/mol. As for the net charge: -1. The highest occupied orbital energy is -6.35 eV. For the HOMO-LUMO gap, the calculation gives 0.314 Ha. The maximum force is 0.0836 Eh/bohr.

Each line ends with the Mulliken charge.
CARTESIAN COORDINATES (ANGSTROEM)
Cl: 1.5920 -3.9641 23.2846  1.486
O: 1.1673 -4.2392 24.6150  -0.483
O: 2.9832 -4.2807 23.3208  -0.802
O: 0.9191 -4.8071 22.3123  -0.728
O: 1.4304 -2.6202 22.9329  -0.371
C: 5.5951 -1.4914 22.5173  -0.491
O: 4.7065 -1.5483 21.4092  -0.244
P: 3.6919 -0.3184 20.9925  1.121
O: 2.6539 0.0711 22.0237  -0.558
O: 4.6244 0.8840 20.4312  -0.382
C: 5.5114 0.8297 19.3738  -0.682
O: 3.1205 -0.9495 19.6092  -0.346
C: 2.8455 -2.3261 19.4869  -0.313
H: 5.7346 -0.5233 22.9983  0.133
H: 6.5665 -1.5443 22.0257  0.394
H: 5.4232 -2.3662 23.1445  0.071
H: 5.1210 1.4372 18.5574  0.252
H: 5.6201 -0.1844 18.9892  0.288
H: 6.5029 1.1958 19.6403  0.269
H: 2.7361 -2.8692 20.4256  -0.029
H: 3.6548 -2.8973 19.0318  0.281
H: 1.8643 -2.5323 19.0595  0.249
C: 1.8628 -2.3930 27.4146  0.173
O: 2.4750 -1.1176 27.2507  -0.415
P: 3.3115 -0.7652 25.8796  0.461
O: 2.4666 -0.2969 24.7166  -0.300
O: 4.3877 0.3077 26.4602  -0.395
C: 5.6641 0.4781 25.7990  -0.699
O: 4.2029 -2.0897 25.5567  0.364
C: 4.9385 -2.6853 26.5848  -0.833
H: 1.8953 -2.8067 28.4225  0.306
H: 2.1598 -3.1233 26.6620  -0.086
H: 0.8081 -2.2772 27.1648  -0.238
H: 5.4565 0.9279 24.8280  0.258
H: 6.2100 -0.4399 25.5814  0.269
H: 6.3250 1.0955 26.4073  0.292
H: 4.2624 -3.0918 27.3369  0.187
H: 5.5443 -2.0110 27.1901  0.392
H: 5.5802 -3.4488 26.1450  0.265
C: -1.7063 -9.6478 21.1752  -0.736
O: -0.2776 -9.5176 21.3085  -0.337
P: 0.4698 -10.1439 22.6115  1.266
O: -0.3145 -10.0462 23.8842  -0.553
O: 0.8005 -11.6674 22.1520  -0.407
C: -0.1546 -12.5867 21.7501  -0.670
O: 1.9442 -9.3759 22.5997  -0.449
C: 1.9684 -8.0127 22.9308  -0.501
H: -2.0604 -10.1440 20.2717  0.276
H: -2.0918 -8.6311 21.0980  0.266
H: -2.2018 -10.0974 22.0356  0.360
H: -1.1508 -12.2763 22.0654  0.284
H: -0.0676 -13.5575 22.2380  0.278
H: -0.1176 -12.7935 20.6806  0.258
H: 2.8994 -7.5915 22.5513  0.352
H: 2.0256 -7.8179 24.0017  -0.064
H: 1.2055 -7.3950 22.4570  0.345
C: -2.3424 -2.8750 23.0742  0.316
O: -2.6291 -1.7191 23.8332  -0.310
P: -1.5368 -1.1147 24.8916  0.254
O: -0.3225 -0.5178 24.2493  -0.266
O: -2.3776 -0.0560 25.8245  -0.356
C: -3.7271 -0.3492 26.1224  -0.193
O: -1.1497 -2.2801 25.8974  0.138
C: -1.9578 -3.3001 26.3897  -0.380
H: -3.0565 -3.6819 23.2386  -0.114
H: -1.4012 -3.3432 23.3624  -0.358
H: -2.2869 -2.6318 22.0132  0.281
H: -3.9066 -0.4248 27.1949  0.284
H: -4.0137 -1.3198 25.7176  -0.167
H: -4.3989 0.3833 25.6750  0.276
H: -1.6468 -4.2170 25.8891  -0.009
H: -3.0132 -3.1771 26.1469  0.067
H: -1.7861 -3.4326 27.4579  0.367
C: 3.9236 -6.6587 26.3137  -0.340
O: 2.9828 -7.3683 27.1135  -0.174
P: 3.0799 -8.9537 27.3228  0.716
O: 4.1325 -9.5082 28.2151  -0.776
O: 1.5834 -9.2972 27.6926  -0.370
C: 0.4656 -8.7113 27.0147  -0.252
O: 3.2449 -9.3873 25.7587  -0.132
C: 3.2478 -10.7849 25.3367  -0.811
H: 4.6692 -7.3050 25.8506  0.336
H: 4.4035 -5.9419 26.9799  0.171
H: 3.3740 -6.0921 25.5620  0.142
H: 0.1672 -7.8832 27.6576  0.319
H: -0.4096 -9.3611 27.0172  0.235
H: 0.6912 -8.2850 26.0373  0.057
H: 2.2494 -11.1012 25.0347  0.249
H: 3.6248 -11.4291 26.1310  0.387
H: 3.8686 -10.8784 24.4456  0.267
C: -3.1887 -7.6044 26.6795  -0.306
O: -4.0406 -7.8868 25.5867  -0.423
P: -4.3191 -6.7287 24.4102  0.773
O: -4.9204 -7.1591 23.1197  -0.714
O: -2.9075 -5.9774 24.2654  0.321
C: -1.6384 -6.5437 23.8786  -0.778
O: -5.2107 -5.7191 25.3265  -0.334
C: -5.7119 -4.5536 24.7602  -0.517
H: -2.6552 -8.4845 27.0386  0.225
H: -3.7378 -7.1445 27.5012  0.306
H: -2.3503 -6.9498 26.4412  -0.003
H: -1.5693 -7.6277 23.9699  0.582
H: -0.8829 -6.1215 24.5412  0.033
H: -1.4939 -6.2978 22.8266  0.247
H: -5.0233 -3.7319 24.9567  -0.006
H: -6.6925 -4.2982 25.1618  0.300
H: -5.8784 -4.6796 23.6903  0.360

(2)
Entry from the Open Molecules 2025 dataset: a cluster of 9 separate species, C18H54O18 in total in a non-equilibrium geometry (the ωB97M-V functional and the def2-TZVPD basis).

Its spin multiplicity is 1. As for the SMILES: OCCO.OCCO.OCCO.OCCO.OCCO.OCCO.OCCO.OCCO.OCCO. For the energy above the lowest of the compared OMol25 structures with the same formula, charge and spin, the calculation gives 68.25 kJ/mol. The highest occupied orbital energy is -9.73 eV. For the HOMO-LUMO gap, the calculation gives 0.357 Ha. The maximum force is 0.0419 Eh/bohr.

Each line ends with the Mulliken charge.
CARTESIAN COORDINATES (ANGSTROEM)
O: -1.4303 3.6725 0.2703  -0.607
C: -0.9254 4.1748 -0.9578  0.250
C: -1.8107 5.2886 -1.4822  -0.609
O: -3.1450 4.8566 -1.6353  -0.526
H: -1.0761 2.7792 0.3912  0.396
H: 0.0971 4.5239 -0.7683  0.327
H: -0.8709 3.3751 -1.7056  -0.242
H: -1.3361 5.6398 -2.4013  0.345
H: -1.7750 6.1421 -0.7919  0.324
H: -3.3018 4.2834 -0.8691  0.357
O: 4.2518 -4.0744 -3.7823  -0.535
C: 3.0664 -3.6591 -4.4599  -0.661
C: 2.1622 -2.8985 -3.4791  0.129
O: 2.7700 -1.6368 -3.2221  -0.539
H: 4.9288 -3.4174 -3.9585  0.316
H: 3.3637 -2.9264 -5.2106  0.293
H: 2.5628 -4.5346 -4.8645  0.350
H: 2.1177 -3.4876 -2.5555  0.251
H: 1.1431 -2.7460 -3.8295  0.036
H: 3.4803 -1.7430 -2.5821  0.281
O: -1.7893 -2.7365 -2.0999  -0.534
C: -1.7813 -2.0553 -3.3564  -0.146
C: -3.1383 -1.4263 -3.6774  -0.403
O: -4.1375 -2.4027 -3.8729  -0.558
H: -2.2911 -3.5526 -2.1730  0.278
H: -1.0467 -1.2537 -3.3107  0.188
H: -1.5636 -2.7698 -4.1524  0.341
H: -3.0208 -0.8126 -4.5706  0.317
H: -3.4188 -0.7352 -2.8739  0.201
H: -4.2587 -2.9096 -3.0662  0.332
O: -1.4205 4.0711 -5.6798  -0.539
C: -0.8380 2.9188 -5.1174  -0.607
C: -1.7693 2.2357 -4.1546  0.450
O: -2.7992 1.5037 -4.8407  -0.625
H: -2.2441 3.8537 -6.1271  0.326
H: -0.4866 2.2107 -5.8773  0.339
H: 0.0686 3.2529 -4.6125  0.312
H: -2.3026 2.9758 -3.5492  0.408
H: -1.2850 1.5355 -3.4639  -0.378
H: -3.5955 1.4581 -4.3106  0.356
O: -0.2959 -1.8188 0.1220  -0.656
C: 0.7129 -0.9577 -0.3670  0.991
C: 0.0995 0.3792 -0.7505  0.303
O: -0.5676 0.9544 0.3502  -0.395
H: -0.8858 -2.0692 -0.6165  0.300
H: 1.5130 -0.8849 0.3761  -0.216
H: 1.2644 -1.4353 -1.1866  -0.565
H: -0.6140 0.1693 -1.5644  -0.689
H: 0.8013 1.0475 -1.2509  0.664
H: -1.1116 0.2712 0.7680  0.122
O: -4.4349 1.8452 4.9871  -0.557
C: -3.1773 1.1906 4.9575  -0.490
C: -2.8045 0.8346 3.5097  0.361
O: -3.6277 -0.1951 3.0322  -0.621
H: -5.0309 1.3970 4.3762  0.327
H: -2.4455 1.8747 5.3864  0.294
H: -3.2111 0.2430 5.5108  0.252
H: -1.7460 0.5361 3.4824  -0.258
H: -2.8708 1.7442 2.9015  0.261
H: -3.1073 -0.9556 2.7505  0.500
O: -1.6696 -2.2481 2.5221  -0.457
C: -0.7038 -2.5072 3.5593  0.171
C: -1.3844 -3.2806 4.6572  -0.677
O: -1.8327 -4.5340 4.1805  -0.542
H: -1.1870 -2.2784 1.6777  0.349
H: 0.1252 -3.0878 3.1336  0.364
H: -0.2226 -1.5649 3.8492  -0.037
H: -2.1773 -2.6811 5.1188  0.253
H: -0.6650 -3.5011 5.4504  0.343
H: -2.5478 -4.3641 3.5552  0.322
O: 4.4407 -1.2404 1.0554  -0.458
C: 5.2137 -0.3918 1.9417  -0.035
C: 6.6312 -0.9616 2.0140  -0.534
O: 6.8182 -1.8978 3.0718  -0.536
H: 3.8311 -1.7745 1.5711  0.230
H: 5.1715 0.5943 1.4771  0.302
H: 4.7728 -0.4162 2.9399  0.147
H: 7.3017 -0.1148 2.2525  0.292
H: 6.9592 -1.3952 1.0750  0.309
H: 6.7439 -1.4347 3.9091  0.307
O: 1.6219 3.0531 3.4532  -0.609
C: 1.1322 1.9315 2.7566  0.217
C: 1.7959 0.7065 3.3780  -0.156
O: 1.3357 0.4956 4.6854  -0.553
H: 1.3682 3.8898 3.0604  0.338
H: 0.0435 1.8251 2.7737  -0.161
H: 1.3722 1.9833 1.6868  0.213
H: 2.8760 0.9027 3.3101  0.266
H: 1.6764 -0.1491 2.7087  0.037
H: 1.5447 1.2973 5.1812  0.374

(3)
Entry from the Open Molecules 2025 dataset: a cluster of 9 separate species, C18H54O9S3 in total in a non-equilibrium geometry (the ωB97M-V functional and the def2-TZVPD basis).

Its spin multiplicity is 1. For the energy above the lowest of the compared OMol25 structures with the same formula, charge and spin, the calculation gives 331.92 kJ/mol. The highest occupied orbital energy is -8.67 eV. For the HOMO-LUMO gap, the calculation gives 0.320 Ha. The maximum force is 0.3366 Eh/bohr.

Each line ends with the Mulliken charge.
CARTESIAN COORDINATES (ANGSTROEM)
C: -4.5962 -3.0290 -1.3386  -1.649
C: -3.4562 -2.1110 -1.4676  1.191
O: -3.9202 -0.8490 -1.1416  -0.575
H: -4.2962 -4.0800 -1.4186  0.372
H: -5.4952 -2.7920 -1.8716  0.389
H: -4.9302 -3.0770 -0.3146  0.386
H: -3.1062 -2.1720 -2.7256  0.100
H: -2.6432 -2.4030 -0.7236  -0.634
H: -3.7472 -0.2270 -1.8246  0.579
C: 3.5888 -0.3190 0.4934  -0.872
C: 4.0158 -0.2570 -0.9466  -0.416
O: 5.0988 0.4990 -0.9846  -0.510
H: 2.9208 -1.1810 0.7494  0.132
H: 3.0988 0.5070 0.6004  0.184
H: 4.4218 -0.2590 1.1724  0.571
H: 3.2168 -0.0320 -1.5456  0.291
H: 4.2038 -1.3690 -1.1046  0.231
H: 4.9768 1.0420 -1.6166  0.329
C: -2.0132 2.0700 3.5724  -0.449
C: -2.6792 0.8630 4.2894  -0.338
O: -1.7292 0.0410 4.6124  -0.513
H: -1.4542 2.7000 4.1084  0.501
H: -2.9032 2.6070 2.9864  0.210
H: -1.3752 1.5180 2.8614  -0.230
H: -3.5762 0.3800 3.5774  0.124
H: -3.3152 1.0970 5.1414  0.378
H: -1.4682 -0.7890 3.8504  0.332
C: 0.7078 -3.8700 -2.6826  -1.640
C: 1.0738 -2.7400 -1.7156  1.013
O: 0.3628 -1.5150 -2.0036  -0.287
H: -0.2662 -4.1580 -2.5186  0.445
H: 1.4388 -4.5060 -2.6206  0.538
H: 0.6058 -3.6740 -3.8936  0.219
H: 2.2288 -2.5110 -1.9586  -0.093
H: 0.9468 -2.8040 -0.6566  -0.303
H: 0.4288 -1.0380 -1.2526  -0.060
C: 2.3248 0.8220 3.2524  0.560
C: 2.8348 0.8690 4.6414  -0.686
O: 2.4058 2.0640 5.0824  -0.535
H: 3.1848 0.1040 2.7454  -0.153
H: 2.1298 1.8120 2.6644  0.127
H: 1.2858 0.4400 3.5344  -0.322
H: 3.8068 0.7870 4.3144  0.420
H: 2.4898 0.0420 5.2444  0.267
H: 1.8788 1.8220 5.9174  0.359
C: -1.2302 -0.3260 0.8094  -0.654
C: -0.9202 0.9160 0.0534  -0.899
O: 0.4738 0.7300 -0.3966  -0.376
H: -0.5582 -0.3270 1.6924  -0.359
H: -1.2162 -0.9330 0.1034  0.224
H: -2.1142 -0.5520 1.1734  1.214
H: -0.8222 1.7420 0.6564  0.501
H: -1.5862 1.1670 -0.6906  0.266
H: 0.7718 1.4410 -0.5916  0.384
C: 3.3748 4.1280 -0.1456  -0.873
S: 2.7928 3.5040 -1.6406  0.474
O: 1.4478 2.8100 -1.1116  -0.693
C: 2.4978 5.0300 -2.5436  -0.951
H: 3.3308 3.3260 0.4544  0.131
H: 2.6368 4.7090 0.2914  0.456
H: 4.3078 4.8030 -0.0826  0.368
H: 1.4788 4.8790 -3.0316  0.308
H: 3.3488 5.1890 -3.3146  0.298
H: 2.4958 5.7010 -1.8536  0.365
C: 0.6028 -2.8700 2.6974  -0.127
S: -0.9612 -3.7210 2.8914  0.222
O: -1.9132 -2.5280 3.3034  -0.630
C: -1.3772 -4.0350 1.2354  0.454
H: 1.3278 -3.6390 2.6854  0.624
H: 0.8658 -2.2210 3.5854  0.192
H: 0.6308 -2.4240 1.7564  -0.537
H: -0.4432 -4.5530 0.6014  0.234
H: -1.4392 -3.0430 0.8574  -0.843
H: -2.3852 -4.6060 1.2764  0.390
C: -3.2182 2.6980 -4.8356  -1.125
S: -2.2102 1.6680 -3.7976  0.654
O: -3.2082 0.7920 -2.9986  -0.810
C: -1.4532 0.5040 -5.0116  -0.967
H: -2.4972 2.9960 -5.7676  0.297
H: -3.5512 3.4200 -4.2756  0.435
H: -3.8982 2.1170 -5.4026  0.368
H: -1.1742 1.2820 -5.6336  0.494
H: -2.3642 -0.0810 -5.4586  0.255
H: -0.5522 -0.0170 -4.6286  0.255

(4)
Entry from the Open Molecules 2025 dataset: a cluster of 9 separate species, C18H55B4IO12S8 in total (the ωB97M-V functional and the def2-TZVPD basis).

Its spin multiplicity is 1. The highest occupied orbital energy is -8.34 eV. For the HOMO-LUMO gap, the calculation gives 0.315 Ha. The maximum force is 0.0138 Eh/bohr.

Each line ends with the Mulliken charge.
CARTESIAN COORDINATES (ANGSTROEM)
C: 3.1605 -1.6385 4.6589  -1.155
C: 3.1499 -3.1066 4.1818  -0.251
B: 2.9615 -3.0837 2.6179  -0.570
O: 1.8498 -3.6217 2.0584  1.066
B: 4.1476 -2.2331 1.6824  -0.036
O: 5.5158 -2.1954 1.9699  -0.617
B: 6.1545 -0.9811 1.9621  0.670
O: 5.5464 0.1097 1.3471  -0.463
B: 4.2309 -0.0516 0.9753  0.142
I: 2.8314 1.5318 1.0012  0.154
O: 3.7448 -1.2985 0.7294  -0.110
H: 2.3654 -1.0468 4.1948  0.341
H: 4.1129 -1.1522 4.4280  0.238
H: 3.0224 -1.5622 5.7388  0.367
H: 4.1050 -3.5685 4.4549  0.311
H: 2.3461 -3.6609 4.6739  0.269
H: 1.4448 -3.0963 1.3327  0.154
H: 7.1998 -0.8366 2.5051  -0.150
C: 1.8541 3.6902 -4.5412  -0.932
S: 2.6865 2.6114 -3.3866  0.402
O: 1.6187 1.9597 -2.5715  -0.528
C: 3.3818 3.9087 -2.3597  -0.850
H: 1.3076 3.0647 -5.2446  0.295
H: 1.1687 4.3376 -3.9953  0.226
H: 2.5835 4.2979 -5.0733  0.448
H: 2.5670 4.5279 -1.9843  0.194
H: 4.0739 4.5055 -2.9534  0.417
H: 3.9017 3.4266 -1.5344  0.248
C: 1.3658 9.1295 -5.7878  -1.010
S: 1.1864 7.3499 -5.9579  0.566
O: 2.1405 6.7433 -4.9885  -0.582
C: 1.9512 7.2139 -7.5756  -0.964
H: 0.9865 9.3950 -4.8034  0.313
H: 2.4218 9.3870 -5.8647  0.300
H: 0.7811 9.6320 -6.5581  0.384
H: 2.9677 7.6021 -7.5194  0.318
H: 1.3581 7.7633 -8.3063  0.384
H: 1.9619 6.1565 -7.8324  0.307
C: -1.2525 5.0920 3.4401  -0.956
S: -0.3265 3.7604 2.6591  0.546
O: 0.8015 3.4504 3.5719  -0.610
C: 0.3512 4.7547 1.3208  -0.690
H: -1.7111 4.6763 4.3349  0.324
H: -0.5616 5.8903 3.7100  0.286
H: -2.0247 5.4524 2.7604  0.336
H: 0.9219 5.5793 1.7477  0.336
H: -0.4600 5.1188 0.6899  0.369
H: 1.0044 4.1074 0.7383  0.015
C: -3.2518 -4.5590 3.6615  -0.986
S: -1.6202 -3.8178 3.6399  0.345
O: -1.5601 -3.0035 2.3856  -0.583
C: -0.7067 -5.3149 3.2989  -0.535
H: -3.9672 -3.7571 3.8243  0.271
H: -3.4259 -5.0452 2.7011  0.332
H: -3.3283 -5.2603 4.4907  0.403
H: -1.0603 -5.7502 2.3647  0.064
H: -0.8545 -6.0170 4.1202  0.497
H: 0.3429 -5.0481 3.2010  0.014
C: 2.0243 -6.5688 -1.3086  -1.250
S: 0.7978 -6.0622 -0.0960  0.909
O: 0.7208 -7.1624 0.9032  -0.695
C: -0.6298 -6.2725 -1.1744  -1.186
H: 2.9890 -6.5569 -0.8055  0.343
H: 1.7897 -7.5763 -1.6510  0.391
H: 2.0322 -5.8596 -2.1363  0.376
H: -0.6661 -7.3061 -1.5179  0.468
H: -0.5595 -5.5822 -2.0149  0.321
H: -1.5141 -6.0410 -0.5831  0.266
C: -0.3083 -0.6004 -1.8530  -0.858
S: -0.4786 -1.2694 -0.2007  0.464
O: 0.8826 -1.7729 0.1764  -0.696
C: -1.4385 -2.7208 -0.6250  -0.486
H: 0.3047 0.2980 -1.8013  0.217
H: 0.1817 -1.3389 -2.4888  0.320
H: -1.3039 -0.3592 -2.2292  0.406
H: -0.8762 -3.2970 -1.3606  -0.012
H: -2.4022 -2.4075 -1.0286  0.491
H: -1.5754 -3.2673 0.3059  0.097
C: -2.5890 3.6089 -4.6294  -0.980
S: -1.4754 2.4497 -5.4313  0.754
O: -0.9374 3.1455 -6.6328  -0.682
C: -2.7457 1.3208 -6.0161  -1.067
H: -1.9751 4.4195 -4.2416  0.278
H: -3.2953 3.9904 -5.3664  0.356
H: -3.1038 3.1106 -3.8083  0.361
H: -3.4431 1.8657 -6.6519  0.335
H: -3.2564 0.8767 -5.1618  0.351
H: -2.2428 0.5455 -6.5900  0.323
C: -5.6115 -1.7149 6.6952  -0.912
S: -5.6596 -3.4184 7.2650  0.423
O: -4.5917 -4.1365 6.5203  -0.521
C: -7.2128 -3.8530 6.4709  -0.925
H: -4.6747 -1.2885 7.0479  0.315
H: -5.6391 -1.7051 5.6058  0.277
H: -6.4522 -1.1633 7.1154  0.376
H: -7.1208 -3.6836 5.3984  0.283
H: -8.0208 -3.2575 6.8956  0.374
H: -7.3878 -4.9082 6.6696  0.318